[1]
This record from the OMol25 dataset describes a molecular structure, C10H10BrFY in a non-equilibrium geometry. The level of theory is ωB97M-V with the def2-TZVPD basis set.

Calculated values
* energy above the lowest of the compared OMol25 structures with the same formula, charge and spin: 460.8 kJ/mol
* maximum force: 3.198 eV/A
* total energy: -3099.322492 hartree
* net charge: -1

```
23
C10H10BrFY ωB97M-V with the def2-TZVPD basis set
C 1.54 0.10 -1.12
C 1.39 1.43 -1.56
C 1.98 2.30 -0.58
H 0.94 1.74 -2.50
C 2.44 1.46 0.50
C 2.13 0.12 0.16
H 2.39 -0.78 0.71
H 1.31 -0.79 -1.69
H 1.85 3.39 -0.53
H 2.77 1.80 1.49
Y -0.05 2.47 0.87
Br -2.04 2.87 -1.05
C -2.52 -1.40 1.04
C -1.30 -2.15 1.38
C -0.63 -2.44 0.16
H -0.92 -2.24 2.42
C -1.41 -1.92 -0.93
C -2.60 -1.31 -0.38
H -3.30 -0.67 -0.96
H -3.18 -0.86 1.76
H 0.42 -2.79 0.10
H -1.06 -1.85 -1.99
F -0.14 1.52 2.67
```


[2]
This record from the OMol25 dataset describes a single C10H10BrNO molecule in a non-equilibrium geometry. The level of theory is ωB97M-V with the def2-TZVPD basis set.

Calculated values
* SMILES string: CC/C(Br)=C(\N=O)c1ccccc1
* energy above the lowest of the compared OMol25 structures with the same formula, charge and spin: 379.8 kJ/mol
* maximum force: 3.954 eV/A
* total energy: -3090.922167 hartree

```
23
C10H10BrNO ωB97M-V with the def2-TZVPD basis set
C 1.84 -1.25 -2.89
C 1.79 -1.44 -1.42
C 0.93 -0.54 -0.70
Br 1.26 1.32 -1.08
C 0.04 -0.81 0.27
N -0.33 -2.14 0.49
O -1.18 -2.37 1.38
C -0.50 0.31 1.19
C -1.80 0.94 1.04
C -2.13 1.94 1.90
C -1.26 2.19 3.01
C -0.10 1.57 3.18
C 0.29 0.64 2.23
H 0.85 -1.45 -3.42
H 2.12 -0.17 -3.05
H 2.49 -1.79 -3.51
H 2.82 -1.40 -1.15
H 1.51 -2.50 -1.21
H -2.55 0.72 0.34
H -3.00 2.52 1.77
H -1.44 2.78 3.85
H 0.55 1.89 3.95
H 1.13 -0.06 2.24
```


[3]
This record from the OMol25 dataset describes 2 unconnected molecules or ions with the total composition C10H10BrO2 in a non-equilibrium geometry. The level of theory is ωB97M-V with the def2-TZVPD basis set.

Calculated values
* maximum force: 2.042 eV/A
* total energy: -3111.160477 hartree
* net charge: +1

```
23
C10H10BrO2 ωB97M-V with the def2-TZVPD basis set
C 2.92 1.98 1.14
C 2.98 1.51 -0.17
C 1.89 1.59 1.98
C 2.02 0.65 -0.64
C 0.91 0.72 1.53
C 0.97 0.24 0.21
C 0.01 -0.70 -0.26
C -0.98 -2.21 -1.59
C -1.59 -2.14 -0.23
C -3.94 0.25 -0.30
O 0.04 -1.21 -1.48
O -0.92 -1.25 0.48
Br -2.46 1.30 -0.22
H 3.68 2.65 1.50
H 3.79 1.82 -0.81
H 1.85 1.96 2.99
H 2.05 0.27 -1.65
H 0.10 0.41 2.18
H -0.53 -3.18 -1.83
H -1.66 -1.94 -2.41
H -2.32 -2.76 0.24
H -4.46 0.02 0.60
H -4.35 0.02 -1.27
```